DFT (the ωB97M-V functional and the def2-TZVPD basis) results for C30H46BrN3P2Sn as an isolated structure at a distorted geometry.

Cartesian coordinates (Å):
N 7.018 2.567 -7.228
C 6.792 1.251 -7.264
C 6.043 0.595 -6.275
C 5.460 1.352 -5.235
C 5.736 2.739 -5.205
C 6.524 3.298 -6.229
C 4.556 0.737 -4.273
Sn -0.818 -0.986 0.454
P -6.203 0.142 0.994
C 3.606 1.435 -3.597
C 2.688 0.830 -2.680
C 1.497 1.516 -2.350
C 0.557 0.909 -1.524
C 0.839 -0.341 -0.969
C 1.992 -1.046 -1.292
C 2.933 -0.453 -2.137
Br -1.874 -2.183 2.625
H 4.627 -0.350 -4.178
H 3.464 2.500 -3.804
H 5.892 -0.481 -6.345
H 5.356 3.388 -4.415
H 7.216 0.687 -8.102
H 6.752 4.371 -6.232
H 1.324 2.507 -2.775
H 3.862 -0.965 -2.385
H -0.388 1.420 -1.323
H 2.174 -2.043 -0.904
P 0.234 0.664 2.274
C -5.710 -0.782 -0.516
C -6.820 -0.776 -1.574
H -5.500 -1.810 -0.189
H -4.785 -0.335 -0.904
H -6.650 -1.578 -2.299
H -7.805 -0.937 -1.123
H -6.851 0.166 -2.131
C -5.456 1.799 0.714
C -6.231 2.902 1.445
H -5.477 1.975 -0.371
H -4.410 1.764 1.048
H -5.972 3.883 1.035
H -7.315 2.770 1.337
H -5.997 2.920 2.515
C -5.125 -0.569 2.306
C -5.888 -1.599 3.141
H -4.808 0.275 2.937
H -4.222 -1.013 1.860
H -5.341 -1.814 4.063
H -6.883 -1.229 3.413
H -6.014 -2.545 2.604
C 0.106 0.295 4.077
C 1.311 0.614 4.952
H -0.182 -0.765 4.169
H -0.772 0.853 4.436
H 2.207 0.049 4.671
H 1.550 1.684 4.932
H 1.076 0.355 5.991
C -0.895 2.099 2.052
C -0.352 3.354 1.366
H -1.283 2.342 3.052
H -1.745 1.700 1.477
H 0.301 3.933 2.030
H 0.200 3.127 0.448
H -1.195 3.999 1.090
C 1.931 1.290 1.947
C 3.025 0.222 1.897
H 2.153 2.052 2.713
H 1.891 1.825 0.988
H 3.754 0.484 1.121
H 3.566 0.150 2.849
H 2.633 -0.775 1.661
N 1.711 -2.741 2.624
C 1.378 -3.637 1.624
C 1.958 -4.920 1.601
C 1.633 -5.772 0.555
C 0.754 -5.307 -0.438
C 0.225 -4.019 -0.339
N 0.540 -3.182 0.673
H 0.920 -2.202 2.980
H 2.288 -3.131 3.357
H 2.643 -5.190 2.410
H 2.052 -6.780 0.491
H 0.477 -5.908 -1.300
H -0.458 -3.626 -1.095

Values from the calculation:
LUMO level (spin up / spin down): -14.5 / -14.6 eV
charge: +4
orbital gap (spin up / spin down): 3.80 / 3.71 eV
energy relative to the best compared isomer or geometry (same formula, charge and spin): 0.000 eV
E: -130735.696 eV

***

DFT (the ωB97M-V functional and the def2-TZVPD basis) results for a 8-piece molecular cluster, C30H46F6O24 overall at a distorted geometry.

Cartesian coordinates (Å):
C -18.171 -16.049 4.896
O -17.275 -16.076 5.923
C -17.395 -17.129 6.842
C -16.331 -16.901 7.934
O -15.003 -17.180 7.369
C -14.020 -17.706 8.273
C -12.674 -17.677 7.572
O -12.678 -18.320 6.326
C -11.339 -18.453 5.810
H -18.043 -16.903 4.161
H -18.139 -15.111 4.367
H -19.248 -16.140 5.164
H -17.275 -18.119 6.317
H -18.375 -17.108 7.274
H -16.548 -17.594 8.763
H -16.425 -15.851 8.366
H -14.376 -18.702 8.576
H -14.004 -17.071 9.105
H -11.926 -18.289 8.107
H -12.316 -16.590 7.457
H -10.643 -18.773 6.557
H -10.988 -17.541 5.288
H -11.351 -19.255 5.075
C -9.135 -15.298 1.682
O -10.282 -15.748 0.974
C -10.338 -15.287 -0.383
C -11.377 -16.041 -1.120
O -10.990 -17.398 -1.302
C -12.055 -18.131 -1.924
C -11.535 -19.142 -2.882
O -11.208 -18.482 -4.047
C -10.935 -19.358 -5.097
H -9.085 -14.198 1.788
H -8.348 -15.502 1.030
H -9.153 -15.728 2.674
H -9.383 -15.475 -0.926
H -10.539 -14.162 -0.433
H -11.607 -15.542 -2.074
H -12.357 -16.030 -0.516
H -12.635 -17.430 -2.384
H -12.580 -18.533 -1.069
H -12.347 -19.825 -3.045
H -10.696 -19.796 -2.611
H -11.141 -20.413 -4.801
H -9.841 -19.351 -5.231
H -11.416 -19.058 -6.000
C -15.092 -20.107 -2.428
C -15.211 -19.802 -3.969
O -16.179 -20.787 -4.349
C -16.317 -21.759 -3.448
O -16.884 -22.798 -3.621
O -15.685 -21.398 -2.318
F -14.089 -20.212 -4.622
H -15.629 -19.463 -1.764
H -14.067 -20.263 -2.063
H -15.471 -18.836 -4.343
C -13.537 -14.620 5.967
C -14.780 -13.726 6.165
O -15.146 -13.339 4.900
C -14.173 -13.676 3.980
O -14.284 -13.351 2.840
O -13.188 -14.362 4.609
F -14.380 -12.549 6.904
H -13.876 -15.700 6.110
H -12.794 -14.263 6.631
H -15.550 -14.240 6.798
C -15.767 -23.302 0.105
C -14.909 -22.723 1.161
O -13.807 -22.170 0.384
C -13.849 -22.640 -0.876
O -13.091 -22.205 -1.702
O -14.832 -23.527 -1.062
F -14.435 -23.673 2.023
H -16.611 -22.707 -0.190
H -16.279 -24.238 0.280
H -15.378 -21.972 1.761
C -10.839 -20.640 0.175
C -9.366 -20.649 0.350
O -9.080 -19.827 1.509
C -10.260 -19.219 1.809
O -10.385 -18.507 2.754
O -11.238 -19.473 0.976
F -8.765 -20.076 -0.741
H -11.390 -21.525 0.506
H -11.073 -20.418 -0.851
H -8.871 -21.580 0.482
C -16.005 -15.244 0.831
C -17.103 -16.080 0.096
O -16.389 -16.527 -1.016
C -15.191 -15.936 -1.152
O -14.578 -16.073 -2.157
O -14.888 -15.194 -0.049
F -18.032 -15.216 -0.421
H -15.632 -15.673 1.774
H -16.373 -14.238 1.013
H -17.606 -16.908 0.647
C -13.174 -16.960 2.147
C -13.800 -17.529 3.399
O -14.233 -18.766 2.999
C -14.512 -18.695 1.704
O -15.172 -19.472 1.049
O -14.002 -17.563 1.134
F -14.958 -16.763 3.626
H -12.175 -17.262 1.915
H -13.268 -15.836 2.077
H -13.246 -17.604 4.341

Values from the calculation:
LUMO level: 0.3 eV
orbital gap: 9.54 eV
structure (SMILES): O=C1OC[C@@H](F)O1.O=C1OC[C@@H](F)O1.O=C1OC[C@@H](F)O1.O=C1OC[C@@H](F)O1.O=C1OC[C@@H](F)O1.O=C1OC[C@@H](F)O1.COCCOCCOC.COCCOCCOC
E: -97297.773 eV

***

DFT (the ωB97M-V functional and the def2-TZVPD basis) results for C30H46N4O4SScSe2 as an isolated structure at a distorted geometry.

Cartesian coordinates (Å):
Sc 11.586 -0.035 13.274
C 7.870 -0.853 11.162
C 8.726 0.023 12.012
O 9.974 -0.412 12.121
C 8.326 1.204 12.552
C 9.271 1.923 13.396
C 9.803 3.208 12.877
N 9.823 1.441 14.467
N 9.089 0.339 14.939
C 9.817 -0.671 15.264
O 11.143 -0.746 15.033
C 9.194 -1.859 15.848
C 9.783 -3.116 15.713
C 9.152 -4.235 16.224
C 7.919 -4.133 16.872
C 7.298 -2.903 16.946
C 7.922 -1.782 16.417
H 8.146 -0.759 10.118
H 6.798 -0.634 11.223
H 8.050 -1.872 11.496
H 7.442 1.685 12.167
H 9.016 3.797 12.457
H 10.556 3.008 12.080
H 10.275 3.760 13.721
H 10.725 -3.211 15.177
H 9.635 -5.185 16.107
H 7.465 -5.001 17.295
H 6.326 -2.791 17.393
H 7.455 -0.794 16.447
C 16.420 2.051 9.600
Se 14.745 2.290 10.598
C 13.601 2.996 9.151
C 12.846 2.001 8.302
Se 11.468 1.105 9.455
C 11.808 -0.742 9.075
H 16.809 2.994 9.169
H 16.315 1.284 8.833
H 17.127 1.673 10.315
H 14.237 3.656 8.542
H 12.899 3.709 9.681
H 13.443 1.217 7.860
H 12.308 2.508 7.532
H 11.682 -0.986 8.011
H 11.038 -1.298 9.607
H 12.778 -1.059 9.419
C 12.687 -3.753 11.901
C 13.293 -2.381 12.085
O 12.596 -1.345 12.008
N 14.597 -2.338 12.316
C 15.259 -1.075 12.622
C 15.223 -0.964 14.166
C 16.371 -0.918 14.936
C 16.214 -0.732 16.305
C 14.965 -0.668 16.859
C 13.858 -0.800 16.000
N 13.978 -0.928 14.683
H 12.577 -4.144 12.904
H 13.362 -4.419 11.356
H 11.705 -3.672 11.441
H 15.112 -3.197 12.331
H 14.734 -0.273 12.132
H 16.297 -1.127 12.246
H 17.357 -1.072 14.515
H 17.088 -0.696 16.943
H 14.864 -0.546 17.929
H 12.846 -0.808 16.348
C 17.485 3.346 14.152
C 16.089 3.481 14.715
C 15.192 2.337 14.284
S 13.562 2.946 13.702
O 12.835 1.704 13.168
C 12.789 3.496 15.226
C 12.690 2.596 16.428
C 12.139 3.283 17.702
H 18.092 4.182 14.378
H 17.434 3.258 13.065
H 17.951 2.415 14.437
H 15.701 4.459 14.369
H 16.130 3.579 15.797
H 15.041 1.584 15.032
H 15.563 1.842 13.383
H 11.834 3.884 14.907
H 13.397 4.383 15.455
H 13.702 2.250 16.686
H 12.088 1.733 16.185
H 12.698 4.216 17.960
H 12.253 2.580 18.519
H 11.074 3.520 17.673

Values from the calculation:
LUMO level: -2.2 eV
charge: +1
orbital gap: 7.68 eV
energy relative to the best compared isomer or geometry (same formula, charge and spin): 1.099 eV
E: -208233.612 eV

***

DFT (the ωB97M-V functional and the def2-TZVPD basis) results for C30H46N8NiSSi2 as an isolated structure at a distorted geometry.

Cartesian coordinates (Å):
Ni 0.736 0.723 -0.450
N -0.685 2.698 -3.918
C -0.834 2.523 -2.603
N 0.026 1.621 -2.218
C 0.686 1.275 -3.352
N 0.289 1.906 -4.421
C 1.709 0.219 -3.294
C 2.250 -0.356 -4.435
N 3.114 -1.362 -4.366
C 3.422 -1.785 -3.144
C 2.898 -1.194 -2.007
N 2.045 -0.181 -2.076
H -1.195 3.307 -4.532
H -1.551 3.045 -1.976
H 1.968 0.016 -5.413
H 4.118 -2.613 -3.067
H 3.189 -1.531 -1.020
C 2.858 2.055 2.447
Si 3.203 0.481 1.506
C 4.324 -0.479 2.675
C 4.314 0.928 0.054
C 1.674 -0.423 1.018
Si 0.732 -1.284 2.332
C -0.173 -0.143 3.503
C -0.432 -2.550 1.538
C 1.816 -2.382 3.408
H 3.777 2.378 2.954
H 2.084 1.883 3.209
H 2.514 2.877 1.808
H 5.304 0.019 2.732
H 4.489 -1.523 2.377
H 3.899 -0.480 3.687
H 5.088 1.623 0.400
H 3.771 1.422 -0.764
H 4.820 0.049 -0.364
H 1.952 -1.231 0.321
H -0.373 0.829 3.041
H 0.424 0.025 4.412
H -1.135 -0.576 3.806
H -0.708 -2.302 0.500
H -1.363 -2.642 2.116
H 0.052 -3.537 1.525
H 2.367 -1.809 4.163
H 2.547 -2.935 2.803
H 1.190 -3.117 3.935
C 1.303 5.869 1.466
C 1.603 5.210 0.287
C 1.036 3.970 0.003
C 0.134 3.352 0.883
C -0.115 4.012 2.100
C 0.455 5.246 2.380
N -0.397 2.096 0.548
C -1.717 1.754 0.810
C -2.742 2.664 1.159
C -4.027 2.225 1.460
C -4.369 0.878 1.411
C -3.404 -0.021 0.977
C -2.128 0.408 0.652
H 1.736 6.841 1.682
H 2.284 5.664 -0.427
H 1.303 3.450 -0.912
H -0.735 3.524 2.842
H 0.239 5.727 3.331
H -2.522 3.724 1.200
H -4.779 2.956 1.744
H -5.359 0.541 1.699
H -3.643 -1.081 0.900
H -1.398 -0.299 0.291
C -0.291 -4.061 -1.842
N -1.727 -3.804 -1.831
C -2.506 -4.939 -2.336
C -2.195 -2.527 -2.016
S -1.212 -1.278 -2.594
N -3.489 -2.353 -1.668
C -4.147 -3.206 -0.681
C -4.240 -1.140 -1.984
H -0.123 -5.035 -1.379
H 0.232 -3.300 -1.273
H 0.111 -4.072 -2.860
H -2.066 -5.294 -3.272
H -3.531 -4.654 -2.536
H -2.498 -5.763 -1.622
H -3.429 -3.873 -0.214
H -4.954 -3.795 -1.126
H -4.584 -2.569 0.090
H -3.766 -0.615 -2.800
H -4.285 -0.475 -1.121
H -5.255 -1.425 -2.270

Values from the calculation:
LUMO level (spin up / spin down): -0.5 / -0.6 eV
<S²>: 2.01
orbital gap (spin up / spin down): 5.89 / 5.84 eV
energy relative to the best compared isomer or geometry (same formula, charge and spin): 0.000 eV
spin multiplicity: 3
E: -111412.214 eV

***

DFT (the ωB97M-V functional and the def2-TZVPD basis) results for C30H46O3P2Rh as an isolated structure at a distorted geometry.

Cartesian coordinates (Å):
Rh 0.431 1.576 -1.440
C 0.410 3.142 -0.110
C 1.732 2.892 -0.599
C 0.349 3.348 -2.422
C -0.438 3.424 -1.226
C 1.706 3.010 -2.040
C -0.053 3.223 1.319
H 0.775 3.142 2.025
H -0.773 2.421 1.528
H -0.576 4.173 1.494
C -1.880 3.834 -1.120
H -2.039 4.550 -0.307
H -2.496 2.961 -0.885
H -2.246 4.257 -2.057
C -0.214 3.497 -3.801
H 0.561 3.737 -4.531
H -1.002 4.256 -3.814
H -0.685 2.552 -4.104
C 2.795 2.671 -2.997
H 2.662 3.242 -3.918
H 2.744 1.604 -3.250
H 3.779 2.868 -2.569
C 2.923 2.754 0.299
H 3.846 2.734 -0.282
H 2.852 1.845 0.911
H 2.975 3.605 0.992
C -2.102 -2.100 3.160
C -1.784 -0.977 3.832
C -0.433 -0.335 3.936
C 0.761 -1.322 3.902
C 1.425 -1.320 2.521
C 0.428 -1.065 1.379
C -0.683 -1.996 1.039
C -1.222 -2.842 2.188
H -0.379 0.211 4.890
H 0.449 -2.331 4.178
H -0.322 0.453 3.173
H -0.383 -3.340 2.687
H -3.085 -2.560 3.313
H -2.554 -0.435 4.390
H -1.836 -3.636 1.739
H -1.508 -1.396 0.621
H 0.064 -0.024 1.359
H -0.406 -2.684 0.217
H 1.513 -1.027 4.652
H 2.149 -0.477 2.544
P 2.448 -2.636 1.838
C 2.054 -4.171 2.741
C 4.177 -2.360 2.293
P 1.518 -0.852 -0.536
C 2.129 -2.665 0.093
C 3.328 -0.372 -0.590
C 1.182 -1.678 -2.194
H 1.810 -4.985 2.044
H 1.237 -4.062 3.466
H 2.944 -4.476 3.315
H 4.595 -3.316 2.638
H 4.259 -1.646 3.125
H 4.784 -2.006 1.450
H 1.277 -2.773 -2.117
H 1.933 -1.325 -2.911
H 0.182 -1.416 -2.569
H 1.356 -3.419 -0.134
H 3.032 -2.986 -0.450
H 3.484 0.483 -1.262
H 3.937 -1.210 -0.967
H 3.721 -0.108 0.406
O -3.846 -1.002 -0.017
C -4.306 -0.620 -1.233
C -5.656 -0.757 -1.570
C -6.053 -0.453 -2.873
C -5.131 -0.015 -3.842
C -3.795 0.159 -3.492
C -3.394 -0.090 -2.170
C -2.025 0.233 -1.706
O -1.089 0.325 -2.594
O -1.811 0.486 -0.486
H -4.570 -1.416 0.495
H -6.352 -1.118 -0.807
H -7.102 -0.560 -3.136
H -5.452 0.176 -4.870
H -3.038 0.514 -4.195

Values from the calculation:
LUMO level (spin up / spin down): -2.1 / -4.1 eV
<S²>: 6.01
charge: +1
orbital gap (spin up / spin down): 5.66 / 6.32 eV
energy relative to the best compared isomer or geometry (same formula, charge and spin): 0.026 eV
spin multiplicity: 5
E: -59572.996 eV

***

Question: What is the formula in the second record?
Answer: C30H46F6O24

***

Question: Which value of E does entry 5 give?
Answer: -59572.996 eV